No. 1
C2H11NO4 | ωB97M-V/def2-TZVPD

CARTESIAN COORDINATES (ANGSTROEM)
O: 0.152 1.630 -1.825
O: -0.006 -2.026 -0.342
O: -1.254 -1.420 2.044
O: -0.015 -0.904 -2.739
N: 0.478 1.022 0.341
C: 0.553 1.417 1.721
C: -0.006 1.807 -0.613
H: 0.767 -2.574 -0.175
H: -0.280 0.030 -2.818
H: 0.072 -1.743 -1.291
H: 0.042 2.377 1.825
H: 0.772 -1.059 -3.269
H: 1.579 1.410 2.102
H: -2.057 -1.831 1.704
H: 0.602 0.061 0.054
H: -0.759 2.549 -0.307
H: -0.705 -1.456 1.205
H: 0.064 0.710 2.384

## Properties
- LUMO level (hartree) = 0.0243
- HOMO (Ha) = -0.3600
- energy (hartree) = -438.5221
- SMILES = CNC=O.O.O.O
- charge = 0
- relative energy (zero: lowest compared OMol25 entry of this formula, charge and spin) (kJ/mol) = 92.8

---

No. 2
C36H49As2Ge2OSZr | ωB97M-V/def2-TZVPD

CARTESIAN COORDINATES (ANGSTROEM)
Zr: -0.596 -0.693 0.266
As: -0.307 -2.579 -1.799
As: -2.157 -2.825 1.060
Ge: -2.815 0.768 1.496
Ge: -2.476 1.148 -1.057
S: 8.558 0.115 1.164
O: 8.101 2.660 1.870
C: -4.420 -0.073 2.211
C: 1.466 -0.513 0.373
C: 6.032 1.155 0.589
C: 0.225 2.318 -1.494
C: -2.832 2.664 1.126
C: -3.849 0.866 -3.644
C: -3.097 6.531 -2.358
C: 2.306 -4.432 0.892
C: -3.257 -4.022 0.000
C: 1.231 -2.217 -2.914
C: 2.697 -0.415 0.484
C: -1.150 0.225 2.570
C: -0.296 -3.425 0.963
C: -2.675 -3.258 2.876
C: -5.435 -0.489 1.151
C: -1.347 -3.772 -2.921
C: 6.233 -1.201 1.153
C: -2.877 4.151 -0.923
C: 1.702 -4.011 -0.280
C: 0.405 -3.504 -0.265
C: -0.570 1.035 -1.754
C: -3.663 0.192 -2.281
C: -2.932 5.333 -3.036
C: 4.679 0.992 0.429
C: -3.044 5.367 -0.253
C: -0.097 1.332 2.460
C: 4.884 -1.367 0.981
C: 8.936 1.821 1.746
C: -2.822 4.152 -2.318
C: 10.399 1.953 2.038
C: 0.354 -3.810 2.145
C: -3.151 6.545 -0.967
C: 4.075 -0.267 0.625
C: 1.643 -4.307 2.109
C: 6.830 0.062 0.970
C: -2.761 2.882 -0.202
H: 2.249 -4.084 -1.211
H: -2.899 1.044 -4.152
H: 2.127 -4.622 3.025
H: -4.124 -4.281 0.607
H: -3.603 -3.526 -0.902
H: -4.449 0.231 -4.295
H: 0.336 2.521 -0.428
H: -2.190 -2.607 3.600
H: -2.424 -4.300 3.071
H: -4.102 -0.917 2.823
H: -2.893 5.320 -4.116
H: -4.623 0.044 -1.786
H: -0.686 -0.793 2.530
H: 0.829 1.070 2.969
H: -0.791 0.889 -2.818
H: -2.697 3.221 -2.865
H: -6.335 -0.887 1.618
H: -0.736 -4.656 -3.099
H: 10.995 1.505 1.243
H: 4.427 -2.335 1.138
H: -3.210 -0.799 -2.400
H: 1.598 -3.153 -3.334
H: 1.223 2.244 -1.926
H: -5.033 -1.262 0.488
H: 0.167 1.583 1.422
H: -0.499 2.254 2.880
H: -5.741 0.353 0.529
H: -2.292 -4.057 -2.477
H: -4.848 0.659 2.900
H: -1.526 -3.260 -3.866
H: 0.136 0.181 -1.614
H: -4.369 1.817 -3.548
H: -3.094 5.401 0.827
H: -1.570 0.167 3.577
H: -3.754 -3.135 2.943
H: 10.620 1.423 2.966
H: -0.159 -3.761 3.097
H: 10.641 3.006 2.153
H: -3.281 7.482 -0.443
H: 6.481 2.121 0.428
H: 3.301 -4.857 0.861
H: 0.916 -1.567 -3.730
H: -3.006 3.458 1.845
H: 2.002 -1.726 -2.325
H: -2.699 -4.926 -0.232
H: -0.276 3.178 -1.932
H: 4.066 1.836 0.139
H: 6.853 -2.038 1.446
H: -3.186 7.456 -2.911

## Properties
- LUMO level (hartree) = -0.3557
- HOMO (Ha) = -0.5404
- energy (hartree) = -10545.9855
- charge = +3
- relative energy (zero: lowest compared OMol25 entry of this formula, charge and spin) (kJ/mol) = 24.4

---

No. 3
F6H18O9P | ωB97M-V/def2-TZVPD

CARTESIAN COORDINATES (ANGSTROEM)
P: 0.164 0.253 1.200
F: -0.941 -0.660 0.377
F: 0.949 -1.119 1.534
F: 1.196 1.158 2.077
F: 1.040 0.415 -0.114
F: -0.719 1.582 0.933
F: -0.704 0.034 2.571
O: -0.718 0.164 -2.514
O: -1.806 -2.497 3.416
O: 0.396 -2.430 -2.140
O: 1.371 1.887 -3.455
O: 4.052 0.728 1.044
O: -4.117 -2.337 -0.083
O: -3.375 0.481 0.098
O: 3.100 -1.650 -1.559
O: 0.910 4.586 1.520
H: -2.421 -2.057 2.821
H: 2.194 -1.943 -1.381
H: -1.255 0.190 -1.720
H: -3.568 1.159 0.752
H: 0.754 1.750 -2.721
H: -0.031 -0.495 -2.321
H: -3.580 -1.533 -0.176
H: 0.935 -3.053 -2.641
H: 3.167 -0.805 -1.100
H: 2.049 2.487 -3.130
H: -0.188 -2.972 -1.595
H: 3.281 1.012 1.554
H: -4.735 -2.111 0.616
H: 4.229 1.456 0.442
H: -2.408 0.361 0.165
H: 0.962 3.678 1.850
H: 0.759 4.480 0.576
H: -0.942 -2.201 3.105

## Properties
- LUMO level (hartree) = 0.1003
- HOMO (Ha) = -0.3026
- energy (hartree) = -1628.8581
- charge = -1
- relative energy (zero: lowest compared OMol25 entry of this formula, charge and spin) (kJ/mol) = 5.5

---

No. 4
C5H5N5S | ωB97M-V/def2-TZVPD

CARTESIAN COORDINATES (ANGSTROEM)
S: -1.422 1.039 3.236
N: 0.739 -1.984 -0.227
N: -0.578 2.331 -1.597
N: 0.344 -1.752 1.859
N: -0.421 1.837 0.628
N: 0.198 0.205 -1.130
C: -0.278 1.403 -0.658
C: -0.097 -0.568 1.236
C: -0.457 0.840 1.673
C: 0.189 -0.698 -0.128
C: 0.869 -2.579 0.965
H: -0.705 3.226 -1.014
H: 1.042 -3.553 1.167
H: -0.071 0.040 -2.152
H: -0.219 2.422 -2.630
H: 0.867 -2.209 -1.227

## Properties
- LUMO level (hartree) = -0.0064
- HOMO (Ha) = -0.2774
- energy (hartree) = -865.4255
- SMILES = Nc1nc(=S)c2nc[nH]c2[nH]1
- charge = 0
- relative energy (zero: lowest compared OMol25 entry of this formula, charge and spin) (kJ/mol) = 156.7